# 1
Density functional theory data (ωB97M-V with the def2-TZVPD basis set) for a molecular structure, C31H38F6N4OP2Pb.

```
! RIJCOSX wB97M-V def2-TZVPD def2/J DEFGRID3
* xyz 2 1
H -2.34537 0.80709 -9.20809
N -4.00384 -1.47274 -7.44704
F -2.54593 -3.21963 0.77049
O -1.44509 -1.47375 -1.24579
C -5.80351 -1.65605 -8.85413
F -2.54001 1.00541 0.14290
H 0.68624 -0.55377 -0.06334
H 0.70266 -2.61853 -1.12752
C -0.86007 3.36410 -0.96795
F -0.36722 -3.35279 0.49009
H 1.19350 -0.95120 -1.59897
Pb -0.61272 -1.66177 -3.53218
C -2.65774 -0.31082 0.54758
P -2.34975 -1.11026 -6.71499
C -4.73547 -0.82604 -8.45229
H 1.12625 5.87121 -0.11118
C 2.98390 -3.86684 -9.46116
C 2.48554 -3.96034 -7.24536
N 2.13364 -2.68859 -7.70628
N -2.34205 0.64198 -7.05772
H 3.29693 3.37825 -2.41774
C 2.52053 0.58908 -7.88253
H 1.94751 4.38398 0.20480
C 0.03103 -0.93619 -8.15199
H 0.84806 5.08840 -2.65766
F -3.83271 -0.74411 0.06725
H -0.45691 0.76524 0.19376
C -4.56520 -2.75392 -7.27733
H -0.12106 1.42496 -3.75430
C 1.61892 4.72805 -1.95871
C -0.12912 4.16709 -0.19575
C 0.14037 1.85639 -2.76244
F -2.74015 -0.25315 1.92807
C 4.30588 0.55267 -6.50091
H 3.31853 -5.74623 -8.27332
H -0.55966 3.87256 -3.07713
H 4.34292 1.61264 -8.49443
N 2.17827 -0.18579 -6.76851
C -1.85903 2.82728 -6.64969
C -2.11056 1.28506 -8.27931
H -0.07254 0.15554 -8.05447
C -1.39468 -1.53943 -8.24438
C -2.26782 1.63917 -6.06530
H -1.61465 3.75536 -6.11616
H -0.37772 4.18325 0.87442
H -1.92561 -1.12995 -9.12734
H -2.62646 1.44656 -5.04995
C 1.04412 -1.97680 -1.98222
H 2.39333 -4.19973 -6.19641
H -1.63503 2.83326 -0.40959
H -0.11086 -0.30590 1.57407
H 0.02048 1.06499 -1.99847
H 2.44072 5.45469 -2.04813
H 3.24502 -0.67569 -4.94827
P 1.01744 -1.52394 -6.70446
H 3.32615 -4.11257 -10.45747
C 2.19192 3.41484 -2.42065
F -1.17865 -2.32435 2.25162
H -4.46495 0.17040 -8.77590
H -1.82498 2.71894 -2.76455
H 1.78939 0.81489 -8.64535
H 2.38949 -1.72894 -9.64514
H 5.27534 0.76856 -6.07550
C -1.37232 -1.17274 0.05642
H -1.34500 3.26900 -8.79825
H -6.37258 -3.72595 -8.15911
C 3.29408 -0.17881 -5.91278
C -0.23123 -0.25822 0.47682
C 2.48465 -2.63438 -9.05635
H -6.57062 -1.42387 -9.56949
C -1.37758 -2.53183 0.91503
C 3.82004 1.02406 -7.75412
C 2.98394 -4.71588 -8.31092
C 1.57808 2.29135 -2.80142
C -1.70829 2.59584 -8.04378
C -0.81412 3.02121 -2.43283
H 0.56703 -1.14651 -9.09444
C 1.17668 4.82287 -0.46078
H -4.10410 -3.43423 -6.57626
H -1.37486 -2.64516 -8.34848
C -5.69112 -2.88170 -8.09426
H 1.97739 -2.32915 -2.45143
H 2.19268 1.54366 -3.33581
*
```

Computed properties:
gap between HOMO and LUMO (spin up / spin down) = 3.4 / 3.0 eV
E_LUMO (spin up / spin down) = -9.154 / -9.534 eV
HOMO (spin up / spin down) = -12.5 / -12.5 eV

***

# 2
Density functional theory data (ωB97M-V with the def2-TZVPD basis set) for a molecular structure, C31H38MgNOPSi.

```
! RIJCOSX wB97M-V def2-TZVPD def2/J DEFGRID3
* xyz 0 1
C 5.25795 0.58575 -1.53955
C -2.84449 4.22546 -1.53110
H 6.98258 -0.31426 -2.45840
H -4.87977 0.54694 1.59665
C -0.37410 0.48676 3.27748
C 5.99972 -0.48100 -2.02454
C 0.37736 2.62990 2.36956
C 2.03630 -4.09120 3.41279
H 0.26975 3.42433 3.14288
H -1.14254 -0.27533 3.11206
C 0.85196 -2.04829 -1.67977
Mg -0.87411 0.40836 -0.45248
C -4.76243 1.18555 0.71411
H -0.29667 0.68860 4.35319
H -2.76219 1.44960 2.81986
C 3.10924 -2.63025 1.81593
H 1.01036 4.29955 1.21430
H -2.28111 3.02377 2.15936
H 6.04973 -2.62240 -2.33230
C 0.36798 -3.35494 -1.60006
H -1.99669 2.66717 3.90379
H 5.64926 1.60260 -1.59296
H 4.15793 -3.71991 3.32121
H -1.27199 -1.39181 -0.79874
H -3.69642 -1.27340 -1.99122
C 5.48568 -1.77991 -1.96124
C -3.44951 1.77804 -1.67774
H -5.70818 1.22005 0.15936
H -5.29954 -0.60033 -1.50134
C 0.69830 -2.91959 1.77289
H -0.75647 -4.88078 -2.58015
C -0.98333 4.94788 -0.18149
H -2.30860 6.31119 -1.23040
C -1.44324 2.60037 -0.40462
H 1.28298 2.75798 0.40510
H -4.49606 2.19315 1.05011
C 1.85716 -2.36475 1.23113
H 3.80104 -3.00722 -1.37093
H 2.09995 -4.78033 4.24677
H -3.70133 4.43405 -2.18193
H 1.30971 2.06415 2.53446
H 3.40256 1.21033 -0.58982
H -0.28345 -2.67867 1.34025
C -0.05402 -1.83174 -3.90396
H -1.10719 -3.54993 -4.65514
O 0.95272 0.15457 0.13191
C -1.99842 2.24183 2.88062
H -0.11773 -4.23437 3.25401
C -2.07073 5.26276 -0.99843
C 3.17838 -3.50664 2.89481
C 3.99756 0.38264 -0.97613
C 4.21953 -1.99712 -1.41029
C -0.66858 3.60555 0.14027
C -4.30344 -0.90570 -1.15279
H -0.19550 -1.23647 -4.80220
H -4.40185 -1.71241 -0.41283
H -0.35959 5.73965 0.23494
N -0.69380 1.70901 2.59062
H 3.99509 -2.15260 1.40672
H 0.56856 0.08221 2.90854
H -1.71855 -1.33129 -0.18202
C 0.63914 -1.27588 -2.83255
C 0.78537 -3.79315 2.85757
Si 1.76042 -1.19247 -0.24992
C 3.48803 -0.92043 -0.91031
H -4.48214 2.11139 -1.84676
C 0.54187 3.33699 0.97438
P -3.46755 0.49392 -0.35473
C -0.36013 -3.87478 -2.66553
C -0.56234 -3.12272 -3.82008
H -3.06399 1.29496 -2.58728
C -2.54164 2.88999 -1.20226
H 1.02993 -0.25167 -2.88431
H 0.56526 -3.94327 -0.69933
*
```

Computed properties:
gap between HOMO and LUMO = 7.4 eV
E_LUMO = 0.157 eV
HOMO = -7.2 eV

***

# 3
Density functional theory data (ωB97M-V with the def2-TZVPD basis set) for a molecular structure, C31H39AuF6N5O7S2.

```
! RIJCOSX wB97M-V def2-TZVPD def2/J DEFGRID3
* xyz 1 3
H -1.84674 -0.05108 -8.73599
C 5.57492 2.18149 4.48537
H -4.51481 -2.68662 -3.47525
F -0.72920 -3.19933 -2.44780
H 2.36319 1.14425 0.85188
C 3.69311 1.24460 5.69111
C 3.47504 0.28182 -2.26446
H 2.76513 0.68880 5.67336
N 2.59610 2.15286 2.68090
N -1.10126 -0.12477 -4.04683
H -3.24287 -0.39257 -6.59460
C 2.22823 -0.06461 -1.77751
C -0.17812 1.17775 0.30934
F -2.11370 -2.99975 -4.08718
C 2.51450 0.34989 -4.44664
H 1.96876 2.84918 0.78715
H 4.30558 0.39450 -1.57818
C -6.18558 -0.45498 3.02379
C 1.88538 1.95671 1.40299
H -4.34308 0.30070 4.72148
N 1.17334 -0.20365 -2.57389
O -2.86819 -1.34450 -1.94211
H 5.62103 1.28556 -3.47345
H 2.06117 -0.25782 -0.72511
H -2.71822 -0.25784 5.12834
O -0.54959 -0.07896 0.21701
C -2.28859 -0.34551 -6.08532
O 4.71222 0.90251 1.99475
O 2.88259 -0.23922 3.20842
H -5.73030 -1.34202 3.44659
H -5.06260 2.17770 1.25717
H -3.15041 -0.15622 -4.11370
C -3.03867 -2.70686 -1.92423
H 5.26834 3.13480 8.90526
H -6.00372 0.89718 0.45852
C 6.04527 2.86240 8.19165
H 6.09067 2.33819 3.54723
O 0.19097 -0.47192 -8.77999
H -6.92616 -0.77279 2.28839
F -3.06855 -4.58260 -0.39012
F -2.15777 -4.76140 -2.84266
H 1.03423 -0.43317 -6.61384
H -1.42079 -1.73976 -8.43355
Au -0.93525 -0.40677 -1.90769
H -4.04335 -1.42461 5.03117
C -3.91203 -0.01989 2.21327
H 2.60428 0.52341 -5.51069
H 0.22335 -0.75200 -9.69996
H -1.19262 -0.82573 3.24766
C -5.75694 1.35632 1.41914
S 3.67819 0.93902 2.99554
F -1.76030 -2.93788 0.09154
C -1.10402 -0.70386 -8.26795
C -1.09610 -0.45703 -6.78596
H -0.12151 2.45813 2.01764
N -5.18628 0.38003 2.34789
C 5.44829 2.39709 6.89057
C -1.99783 -3.43722 -2.81985
C 1.30033 -0.01169 -3.89554
H 6.64427 2.06824 8.64287
C 6.10448 2.63025 5.68448
H 7.04909 3.16068 5.68602
C 3.62667 0.50164 -3.62507
C -3.63511 -0.51207 4.59670
C -4.42861 -3.06116 -2.45748
C 4.24057 1.69893 6.87667
C -2.92959 -3.25929 -0.48003
C 0.42004 1.59342 1.63202
S -3.11210 0.30078 0.72948
H 0.37270 0.77807 2.35019
C 0.09731 -0.36125 -6.08239
H -4.60928 -4.13491 -2.44992
C -2.25266 -0.20213 -4.71489
N -3.30041 -0.69596 3.18440
C 0.06341 -0.17546 -4.71346
C -2.05237 -1.42481 2.94725
O -0.21055 1.95612 -0.62756
O 5.56402 -0.32737 -4.79726
H 4.85288 1.53348 -5.04489
H 6.69580 3.72291 8.04178
F -3.90202 -2.73072 0.29205
H -6.66756 1.75007 1.86455
H 3.72969 1.50371 7.81214
C 4.36734 1.49635 4.50183
C 4.97262 0.82853 -4.22449
H -1.95073 -1.68617 1.89893
H 3.03583 3.05987 2.77576
H -6.68948 0.10755 3.80925
H -2.07230 -2.33669 3.54236
H -5.17234 -2.56318 -1.83900
H 5.78930 -0.94965 -4.09735
*
```

Computed properties:
gap between HOMO and LUMO (spin up / spin down) = 7.7 / 6.3 eV
E_LUMO (spin up / spin down) = -2.584 / -4.959 eV
HOMO (spin up / spin down) = -10.3 / -11.3 eV
<S²> = 2.008